(1)
The following is a quantum chemistry calculation of a molecular structure, C6H12CoO4, from the OMol25 dataset.

```
23
C6H12CoO4 (ωB97M-V/def2-TZVPD)
C 0.569 -2.639 0.185
H -0.463 -2.963 0.022
H 0.787 -2.858 1.233
H 1.165 -1.757 -0.074
O 1.348 -3.816 -0.651
C 1.968 -3.612 -1.691
H 2.360 -4.484 -2.230
H 2.103 -2.588 -2.072
O -0.543 -0.758 0.833
C -1.254 -0.413 -0.384
C -0.612 0.794 -1.012
O -1.037 1.963 -0.229
C -0.094 2.768 0.464
C -0.817 3.277 1.716
O -1.396 2.241 2.441
Co -1.729 0.747 1.296
H -1.306 -1.248 -1.105
H -0.930 0.944 -2.056
H 0.496 0.788 -0.977
H 0.261 3.601 -0.166
H 0.776 2.152 0.755
H -1.577 4.018 1.385
H -0.076 3.843 2.317
```

The charge is +1. The relative energy (zero: lowest compared OMol25 entry of this formula, charge and spin) comes out at 215.80 kJ/mol. The calculation puts the HOMO energy (spin up / spin down) at -11.86 / -12.07 eV. The spin multiplicity is 5. The LUMO energy (spin up / spin down) comes out at -5.476 / -5.478 eV. Its expectation value of S² is 6.014. The value obtained for the energy is -52220.123 eV.

(2)
The following is a quantum chemistry calculation of C12H13NO4S2 in the gas phase, from the OMol25 dataset.

```
32
C12H13NO4S2 (ωB97M-V/def2-TZVPD)
C 2.650 2.951 1.855
H 3.171 2.039 1.742
O 1.175 2.557 1.878
C 0.600 1.926 1.024
C -0.856 1.691 1.358
C -1.306 0.889 0.389
C -0.586 0.442 -0.713
C 0.516 0.917 -1.174
C 1.249 1.659 -0.207
H 2.275 1.803 -0.315
O 1.200 0.503 -2.508
C 2.483 0.742 -2.656
H 2.513 0.179 -3.375
H 3.106 0.035 -1.874
H 2.687 1.731 -2.608
N -1.242 -0.392 -1.752
S -0.982 -2.060 -1.557
O 0.524 -2.174 -1.706
O -1.883 -2.737 -2.784
C -1.351 -2.473 -0.090
C -2.750 -2.744 0.341
C -2.542 -2.997 1.706
C -1.491 -2.746 2.250
S -0.175 -2.286 1.217
H -1.479 -2.625 3.177
H -3.681 -3.392 2.241
H -3.572 -3.020 -0.151
H -2.381 -0.298 -2.028
H -2.262 0.599 0.532
H -1.125 1.884 2.179
H 2.850 3.607 2.631
H 2.667 3.791 0.980
```

As for the structure (SMILES): COc1ccc(NS(=O)(=O)c2cccs2)c(OC)c1. The calculation puts the HOMO energy at -8.18 eV. The LUMO energy comes out at -0.584 eV. The value obtained for the energy is -43992.046 eV.

(3)
The following is a quantum chemistry calculation of a molecular structure, C30H69N8O18, from the OMol25 dataset.

```
125
C30H69N8O18 (ωB97M-V/def2-TZVPD)
C -27.297 18.852 -21.361
C -26.600 17.849 -22.272
C -25.039 18.042 -22.265
O -26.965 16.518 -21.995
H -26.976 18.567 -20.359
H -28.375 18.686 -21.365
H -27.031 19.897 -21.519
H -26.930 18.127 -23.273
H -24.767 18.840 -22.956
H -24.485 17.137 -22.515
H -24.503 18.348 -21.368
C -20.530 21.297 -18.895
O -21.901 21.470 -19.205
C -22.516 20.496 -19.841
O -21.909 19.602 -20.461
O -23.858 20.755 -19.841
C -24.728 20.280 -20.882
H -20.118 22.207 -18.459
H -19.995 21.135 -19.830
H -20.319 20.554 -18.126
H -24.487 20.767 -21.828
H -25.738 20.632 -20.672
H -24.755 19.192 -20.939
C -22.963 18.973 -23.016
O -22.947 20.358 -22.889
C -21.859 21.037 -22.646
O -21.839 22.280 -22.708
O -20.837 20.265 -22.288
C -19.618 20.756 -21.825
H -23.770 18.585 -23.638
H -23.142 18.489 -22.056
H -22.096 18.373 -23.290
H -19.661 21.709 -21.297
H -18.975 20.867 -22.698
H -19.132 20.041 -21.161
C -24.713 18.312 -25.080
O -26.076 18.738 -24.854
C -26.686 19.520 -25.692
O -26.382 19.812 -26.883
O -27.719 20.188 -24.918
C -28.681 20.897 -25.598
H -24.493 17.295 -24.757
H -24.134 18.938 -24.400
H -24.529 18.406 -26.150
H -28.936 21.886 -25.219
H -29.469 20.159 -25.445
H -28.407 20.908 -26.653
C -26.082 16.364 -16.430
C -25.360 16.584 -17.799
O -24.456 17.420 -17.915
N -25.659 15.764 -18.856
C -24.984 15.858 -20.143
H -26.642 15.443 -16.592
H -26.664 17.285 -16.404
H -25.465 16.178 -15.551
H -26.361 15.047 -18.745
H -25.174 16.772 -20.706
H -25.222 14.997 -20.768
H -23.919 15.822 -19.917
C -29.797 22.646 -22.272
C -28.766 21.970 -21.337
O -27.719 22.575 -21.017
N -29.078 20.794 -20.794
C -28.215 20.026 -19.763
H -29.454 23.582 -22.714
H -30.600 22.885 -21.576
H -30.236 22.043 -23.067
H -30.004 20.470 -21.031
H -28.684 20.125 -18.784
H -27.272 20.561 -19.879
H -28.232 19.007 -20.149
O -26.790 20.307 -18.953
C -25.939 19.510 -18.550
N -25.607 18.448 -19.255
C -25.201 19.797 -17.254
H -26.030 18.427 -20.172
H -24.998 17.700 -18.954
H -24.294 19.250 -16.999
H -25.860 19.491 -16.442
H -25.108 20.881 -17.183
O -25.969 22.826 -23.607
C -26.007 21.723 -23.135
N -26.983 21.185 -22.405
C -24.961 20.781 -23.631
H -27.520 21.865 -21.887
H -27.204 20.215 -22.232
H -24.970 20.798 -24.721
H -24.989 19.711 -23.422
H -23.928 21.088 -23.468
O -24.952 13.956 -22.284
C -25.858 14.068 -23.068
N -26.357 15.275 -23.206
C -26.276 12.963 -23.994
H -26.421 15.543 -24.178
H -26.062 15.992 -22.559
H -26.893 12.220 -23.489
H -25.636 12.499 -24.746
H -27.202 13.227 -24.504
O -29.232 17.359 -22.311
C -29.824 18.255 -22.897
N -31.112 17.985 -23.303
C -29.182 19.605 -23.075
H -31.468 17.041 -23.265
H -31.506 18.703 -23.894
H -29.926 20.395 -23.176
H -28.507 19.738 -23.920
H -28.620 19.899 -22.188
O -22.737 17.964 -24.686
C -22.945 16.730 -24.646
N -22.228 15.909 -25.304
C -24.257 16.159 -24.146
H -22.458 14.943 -25.487
H -21.477 16.325 -25.836
H -24.194 15.072 -24.096
H -25.070 16.472 -24.802
H -24.478 16.550 -23.153
O -27.884 17.229 -17.795
C -28.042 17.247 -18.998
N -27.037 16.895 -19.721
C -29.481 17.532 -19.571
H -26.115 16.555 -19.489
H -27.054 17.211 -20.680
H -29.595 17.207 -20.605
H -29.663 18.604 -19.653
H -30.163 16.968 -18.934
```

The charge is -1. The calculation puts the HOMO energy at -2.97 eV. The LUMO energy comes out at 2.186 eV. The value obtained for the energy is -80946.907 eV.

(4)
The following is a quantum chemistry calculation of 2 unconnected molecules or ions with the total composition CH6P2, from the OMol25 dataset.

```
9
CH6P2 (ωB97M-V/def2-TZVPD)
C -2.159 -0.273 -0.527
P -0.550 0.182 -0.041
P 3.055 0.164 -0.328
H -2.593 0.437 -1.219
H -2.242 -1.289 -1.037
H -1.039 1.320 0.643
H -0.352 -0.633 1.285
H 2.274 -0.710 0.526
H 3.605 0.802 0.697
```

The relative energy (zero: lowest compared OMol25 entry of this formula, charge and spin) comes out at 361.19 kJ/mol. The calculation puts the HOMO energy (spin up / spin down) at -8.26 / -8.76 eV. The LUMO energy (spin up / spin down) comes out at -1.177 / -0.490 eV. The value obtained for the energy is -19707.078 eV.

(5)
The following is a quantum chemistry calculation of 13 unconnected molecules or ions with the total composition H26O13, from the OMol25 dataset.

```
39
H26O13 (ωB97M-V/def2-TZVPD)
O 3.293 -2.656 0.159
H 2.493 -2.339 -0.282
H 4.017 -2.426 -0.433
O -2.995 -1.057 -0.262
H -2.023 -0.922 -0.344
H -3.205 -1.789 -0.846
O -1.374 -1.801 -3.049
H -2.171 -2.305 -2.858
H -1.543 -0.927 -2.670
O -0.503 -4.431 -1.156
H -0.349 -3.527 -1.465
H -1.458 -4.548 -1.177
O -2.844 1.862 -0.780
H -2.928 0.947 -0.457
H -2.412 1.778 -1.634
O 1.064 -2.037 -1.731
H 0.356 -1.774 -2.352
H 1.873 -1.939 -2.244
O -0.124 1.192 3.540
H 0.273 1.946 3.985
H 0.616 0.749 3.105
O -0.140 2.372 0.678
H -0.974 2.753 0.370
H 0.420 2.352 -0.120
O 2.406 0.430 2.058
H 2.432 1.349 1.756
H 3.028 -0.039 1.494
O -0.466 -0.293 -0.025
H 0.288 -0.800 -0.380
H -0.103 0.426 0.528
O 1.361 1.880 -1.698
H 1.341 1.488 -2.575
H 2.243 1.687 -1.361
O 2.442 3.386 1.400
H 2.135 4.279 1.575
H 1.626 2.894 1.216
O -2.916 0.733 2.373
H -2.209 0.079 2.376
H -2.970 1.026 3.286
```

The relative energy (zero: lowest compared OMol25 entry of this formula, charge and spin) comes out at 181.68 kJ/mol. The calculation puts the HOMO energy at -10.38 eV. The LUMO energy comes out at -0.660 eV. The value obtained for the energy is -27040.064 eV.

(6)
The following is a quantum chemistry calculation of a gas-phase ion, C9H15N2 (charge +1), from the OMol25 dataset.

```
26
C9H15N2 (ωB97M-V/def2-TZVPD)
C -1.936 -1.149 -1.022
C -0.803 -0.611 -1.427
C 2.057 0.023 -0.021
C -2.794 -0.504 0.045
C -0.840 1.893 -0.629
C -0.867 0.977 0.535
C -0.170 0.458 -0.639
C 3.452 0.555 0.117
C 1.773 -1.348 0.524
N 1.203 0.687 -0.662
N -1.992 0.237 1.103
H -2.130 -2.135 -1.337
H -0.026 -1.087 -2.087
H -3.526 0.096 -0.335
H -3.261 -1.403 0.520
H -1.724 2.097 -1.229
H -0.189 2.696 -0.615
H -0.021 1.130 1.179
H 3.544 0.528 1.233
H 4.191 -0.165 -0.262
H 3.353 1.569 -0.186
H 2.351 -1.572 1.451
H 1.996 -2.108 -0.274
H 0.714 -1.350 0.529
H -2.721 0.849 1.647
H -1.632 -0.363 1.841
```

The charge is +1. The relative energy (zero: lowest compared OMol25 entry of this formula, charge and spin) comes out at 311.28 kJ/mol. As for the structure (SMILES): CC(C)=N[C@@]12C=CC[NH2+][C@@H]1C2. The calculation puts the HOMO energy at -12.30 eV. The LUMO energy comes out at -3.518 eV. The value obtained for the energy is -12546.660 eV.

(7)
The following is a quantum chemistry calculation of 2 unconnected molecules or ions with the total composition C11H26B3NO6, from the OMol25 dataset.

```
47
C11H26B3NO6 (ωB97M-V/def2-TZVPD)
C 4.927 -1.366 1.567
C 5.375 -1.378 0.101
C 5.710 -0.004 -0.516
C 4.920 1.171 0.038
N 3.505 1.073 -0.333
B 2.488 1.540 0.526
O 2.734 1.940 1.845
B 1.846 1.412 2.748
O 0.520 1.317 2.386
B 0.203 1.159 1.038
C -1.151 0.517 0.573
C -1.990 0.029 1.762
C -0.910 -0.587 -0.472
C -0.410 -1.897 0.149
O 1.158 1.552 0.113
H 3.845 -1.255 1.665
H 5.397 -0.563 2.134
H 5.194 -2.303 2.057
H 4.619 -1.880 -0.509
H 6.264 -2.007 0.022
H 6.779 0.204 -0.437
H 5.497 -0.050 -1.589
H 5.336 2.095 -0.371
H 5.017 1.237 1.122
H 3.287 0.210 -0.808
H 2.223 0.979 3.791
H -1.728 1.311 0.080
H -2.277 0.874 2.389
H -1.432 -0.663 2.392
H -2.908 -0.462 1.431
H -1.853 -0.776 -0.993
H -0.191 -0.249 -1.221
H -1.231 -2.543 0.461
H 0.231 -1.718 1.017
H 0.183 -2.467 -0.569
C -4.637 -0.259 -3.811
O -5.873 0.257 -3.302
C -5.941 0.297 -1.973
O -5.077 -0.058 -1.214
O -7.125 0.795 -1.626
C -7.329 0.894 -0.212
H -4.735 -0.227 -4.891
H -3.803 0.359 -3.484
H -4.483 -1.282 -3.471
H -6.583 1.548 0.235
H -7.269 -0.089 0.251
H -8.323 1.312 -0.093
```

The relative energy (zero: lowest compared OMol25 entry of this formula, charge and spin) comes out at 0.00 kJ/mol. As for the structure (SMILES): CCCCNB1OBOB([C@H](C)CC)O1.COC(=O)OC. The calculation puts the HOMO energy at -9.67 eV. The LUMO energy comes out at 0.620 eV. The value obtained for the energy is -27641.498 eV.

(8)
The following is a quantum chemistry calculation of 7 unconnected molecules or ions with the total composition C39H51BrClN6OP, from the OMol25 dataset.

```
100
C39H51BrClN6OP (ωB97M-V/def2-TZVPD)
C -3.041 0.430 -1.147
C -3.867 -0.799 -0.783
C -4.065 -1.013 0.716
C -2.749 -1.110 1.492
C -2.739 -2.207 2.557
C -1.341 -2.502 3.112
P -0.287 -3.425 1.933
C -0.728 -3.599 0.194
Cl -1.444 -5.254 2.384
Br 0.997 -1.412 1.479
C 1.286 -4.255 2.543
O 1.447 -5.551 2.095
C 2.191 -5.682 0.889
H -2.159 0.541 -0.519
H -3.620 1.349 -1.065
H -2.691 0.361 -2.177
H -3.394 -1.692 -1.202
H -4.842 -0.712 -1.266
H -4.615 -1.948 0.851
H -4.701 -0.224 1.121
H -1.938 -1.295 0.785
H -2.503 -0.166 1.981
H -3.348 -1.881 3.403
H -3.195 -3.123 2.183
H -1.418 -3.133 3.994
H -0.848 -1.571 3.376
H -1.808 -3.723 0.143
H -0.422 -2.750 -0.404
H -0.288 -4.515 -0.197
H 2.121 -3.620 2.259
H 1.190 -4.246 3.631
H 1.554 -6.115 0.118
H 2.583 -4.726 0.548
H 3.038 -6.340 1.069
N -1.225 3.290 0.103
C -1.069 4.168 -0.888
C 0.138 4.375 -1.541
C 1.245 3.636 -1.154
C 1.093 2.719 -0.125
C -0.153 2.586 0.467
H -1.954 4.727 -1.171
H 0.200 5.102 -2.341
H 2.204 3.761 -1.644
H 1.923 2.113 0.215
H -0.306 1.875 1.274
N 5.458 -4.639 1.100
C 6.305 -5.303 1.883
C 7.617 -4.911 2.102
C 8.075 -3.765 1.473
C 7.205 -3.062 0.656
C 5.912 -3.539 0.504
H 5.910 -6.195 2.358
H 8.259 -5.490 2.750
H 9.092 -3.424 1.619
H 7.519 -2.161 0.146
H 5.201 -3.014 -0.125
N 4.168 3.323 -2.943
C 4.325 4.200 -3.932
C 5.528 4.410 -4.588
C 6.631 3.669 -4.195
C 6.483 2.752 -3.168
C 5.236 2.617 -2.578
H 3.439 4.761 -4.211
H 5.595 5.136 -5.386
H 7.588 3.804 -4.682
H 7.316 2.151 -2.828
H 5.080 1.907 -1.773
N -3.322 3.737 5.134
C -2.820 3.563 3.913
C -1.603 4.084 3.498
C -0.867 4.830 4.403
C -1.375 5.023 5.678
C -2.601 4.456 5.991
H -3.426 2.977 3.230
H -1.251 3.904 2.492
H 0.088 5.254 4.118
H -0.835 5.599 6.417
H -3.031 4.583 6.979
N -3.831 6.037 -1.952
C -4.860 5.922 -2.788
C -6.119 6.443 -2.530
C -6.321 7.118 -1.337
C -5.260 7.243 -0.456
C -4.041 6.687 -0.810
H -4.663 5.384 -3.709
H -6.918 6.319 -3.248
H -7.290 7.537 -1.098
H -5.373 7.757 0.489
H -3.187 6.760 -0.144
N -0.284 -5.695 -2.365
C -0.754 -6.937 -2.456
C -1.728 -7.323 -3.365
C -2.242 -6.367 -4.225
C -1.763 -5.070 -4.141
C -0.787 -4.787 -3.198
H -0.332 -7.655 -1.761
H -2.073 -8.347 -3.392
H -3.005 -6.628 -4.947
H -2.136 -4.290 -4.791
H -0.388 -3.783 -3.101
```

As for the structure (SMILES): CCCCCCP(C)(Cl)(Br)COC.c1ccncc1.c1ccncc1.c1ccncc1.c1ccncc1.c1ccncc1.c1ccncc1. The calculation puts the HOMO energy at -9.16 eV. The LUMO energy comes out at 0.496 eV. The value obtained for the energy is -144112.006 eV.